# 1
DFT (ωB97M-V with the def2-TZVPD basis set) results for C36H35BiFN7O5 as an isolated structure at a distorted geometry.

Output
HOMO energy (spin up / spin down)	-1.661 / -1.661	eV
charge	-2

Each line ends with the Löwdin charge.
Positions of all 85 atoms, in Å:
H  -3.53306  -5.52134  -0.08940  0.09
C  -2.42207  -2.35917  -2.05874  -0.04
H  -2.34947  4.65416  -2.36276  0.10
H  3.26460  5.58996  -3.94545  0.12
N  2.30035  0.81289  -1.32576  0.00
C  3.68665  -2.45732  2.96876  -0.23
H  1.72565  -1.77807  -1.31450  0.06
C  2.98017  -3.97011  5.16907  -0.15
H  1.11675  3.42058  -4.06551  0.05
C  -2.49254  -1.01446  0.02808  -0.26
C  1.50309  -2.64277  -0.68685  -0.15
Bi  -0.23867  -0.29636  0.46381  1.82
N  0.23191  -1.26968  3.52779  0.03
C  -1.32872  2.77471  -1.75506  -0.54
O  4.08747  -1.62286  1.95571  0.01
C  4.48837  -3.54572  3.34026  -0.03
C  0.52457  -2.52492  0.30498  -0.33
H  -1.31164  3.99340  -3.60862  0.09
C  -3.03984  2.97865  1.83861  -0.03
C  -2.10243  1.92891  2.05354  -0.36
O  -0.44004  3.25633  -1.02181  -0.06
H  1.23011  -2.75919  5.35419  0.09
H  4.20899  4.21242  -2.06146  0.12
H  0.99904  5.09624  -4.75467  0.07
H  3.29216  -1.00925  1.78647  0.04
C  2.12893  -2.96082  4.79969  -0.04
C  3.68365  3.79007  -2.93621  -0.14
C  2.42566  -2.18668  3.65206  -0.06
H  -2.83301  -3.48719  -3.80633  0.08
C  -3.15129  2.87493  -3.35365  -0.14
H  -2.87328  -3.48337  1.14880  0.10
H  1.42346  6.48962  -2.72235  0.07
H  -3.02689  3.56295  0.93522  0.10
H  -4.16287  3.28247  -3.06385  0.12
C  2.94736  2.01039  -1.18489  -0.09
H  -3.60471  0.68846  4.92876  0.10
H  -4.62443  4.16739  2.55908  0.09
C  1.47616  -1.24175  3.01544  -0.46
H  4.39059  3.57716  -3.71515  0.11
C  -3.95506  3.33288  2.78399  -0.14
H  0.69582  -5.72981  1.49491  0.10
C  0.27265  -3.62632  1.12585  -0.14
C  1.93829  5.61387  -2.28814  -0.07
H  1.15587  5.06740  -1.73670  0.07
C  -3.43715  1.36575  4.07515  -0.08
O  -1.02966  1.85094  1.32934  -0.25
H  -3.52022  -5.49316  -2.57607  0.08
C  -2.55318  -2.28116  -0.64994  -0.34
H  -2.14132  -0.82539  4.24827  0.12
C  -1.79107  -0.20188  3.40108  -0.08
H  -2.07838  -1.46878  -2.60333  0.10
H  -3.10332  -0.95165  0.93874  0.06
C  -3.18955  -4.62802  -2.00005  -0.15
C  2.66153  4.82314  -3.41634  -0.39
O  1.88564  -0.54918  2.00481  -0.19
H  -2.64606  -0.20389  -0.70147  0.00
N  -0.60009  -0.50212  2.82498  -0.15
C  4.12227  -4.27624  4.45324  -0.13
O  -3.73256  0.58502  -2.85301  -0.01
N  3.17915  2.52970  -2.41382  -0.10
H  2.72608  -4.64058  5.98529  0.08
H  -0.48442  -3.56795  1.91590  0.09
H  2.86066  -3.90489  -1.75418  0.11
H  2.65941  6.02973  -1.57868  0.06
H  5.40186  -3.75905  2.82016  0.10
N  2.15874  0.65466  -2.65366  -0.04
H  3.31563  2.39224  -0.24019  0.13
N  -1.79428  1.49198  -1.81516  0.11
C  0.91760  -4.83240  0.93015  -0.03
C  -2.46198  1.00032  3.10936  -0.19
C  -4.08670  2.60616  3.98931  -0.14
F  2.48201  -6.12245  -0.30892  -0.01
N  2.72167  1.61185  -3.34809  0.04
C  -2.87550  -3.48352  0.05698  -0.08
H  -3.14937  2.77537  -4.46991  0.11
H  2.21036  3.93156  -5.37782  0.07
C  -3.20210  -4.63116  -0.60936  -0.13
C  -2.00900  3.69365  -2.79110  -0.14
H  -4.73670  2.95232  4.80639  0.07
C  1.65177  4.25433  -4.48091  -0.07
C  1.88277  -4.90105  -0.09239  -0.28
H  4.65667  -5.16589  4.77732  0.09
C  -2.79226  -3.53188  -2.74299  -0.10
C  -2.95203  1.51696  -2.66604  -0.49
C  2.18476  -3.83211  -0.90032  -0.04

---

# 2
DFT (ωB97M-V with the def2-TZVPD basis set) results for C36H35ClFeN3O2SSi as an isolated structure.

Output
HOMO energy (spin up / spin down)	-1.557 / -4.129	eV
charge	-1
2S+1	5

Each line ends with the Löwdin charge.
Positions of all 80 atoms, in Å:
Fe  1.47949  -0.65555  0.42090  0.55
C  2.59063  1.71407  3.56069  -0.20
H  -2.50659  -0.08720  -1.88491  0.08
H  7.17570  -0.01927  -0.82783  0.08
C  2.72534  -0.25932  -2.09813  -0.56
C  1.42781  0.73185  3.63422  -0.27
C  -2.27499  0.96823  -1.84697  -0.08
H  3.55177  1.36882  1.66813  0.08
H  -4.44421  -3.11365  -0.91723  0.09
C  -0.70945  -0.97142  -5.31482  -0.14
H  0.99512  0.04786  -6.16123  0.09
C  -4.33311  0.94672  1.36178  -0.10
H  3.71788  2.99580  2.28001  0.11
N  1.57053  -0.39979  2.71746  0.02
H  -1.38326  4.72167  -1.80779  0.10
H  2.31243  2.57867  4.17340  0.11
H  -0.53933  1.32223  1.75086  0.02
H  -2.27206  3.68245  -3.86935  0.10
C  -4.14794  0.45089  4.08224  -0.09
C  -1.22942  -1.54993  -4.15936  -0.12
C  3.00684  2.17485  2.16250  -0.18
H  -3.30942  -1.12332  0.00909  0.08
H  -0.95922  -1.99260  -2.07661  0.09
C  -2.14217  3.08626  -2.97471  -0.08
N  1.47763  -0.74400  -1.76493  0.02
C  -1.63828  3.66924  -1.82052  -0.09
C  1.23902  -0.34290  -4.07105  -0.48
C  -5.37714  0.75756  3.51893  -0.10
C  3.80149  -0.29631  -1.17907  -0.30
S  2.85601  0.26653  -3.77623  1.00
O  -0.81174  -0.92588  0.76630  -0.19
H  3.46766  1.27020  4.04338  0.11
C  -3.08606  0.62911  1.90475  -0.25
C  5.82108  -0.67292  0.70727  -0.14
C  -3.40735  -3.15960  -0.62088  -0.13
H  -4.06966  0.25820  5.14498  0.10
H  0.49689  1.24716  3.38749  0.07
H  -1.25762  -1.01387  -6.24737  0.08
C  -3.01581  0.39320  3.27901  -0.09
H  -4.41840  1.15884  0.30084  0.10
C  -5.46832  1.00900  2.15638  -0.09
Cl  -3.43789  -5.75273  -1.42408  0.60
C  -2.75009  -2.04407  -0.09054  -0.07
C  -1.43206  -2.08409  0.28991  -0.25
C  3.43055  -0.67441  0.15949  -0.17
C  0.55037  -0.37219  -5.26638  -0.13
H  0.92636  2.67294  1.79559  0.07
H  -1.02710  3.35830  0.20388  0.10
H  5.40655  0.29662  -2.51614  0.07
H  -6.42505  1.25560  1.71301  0.10
C  0.69665  -0.86371  -2.87081  -0.31
C  -0.66447  -3.28263  0.19509  -0.16
H  -0.80782  -5.33137  -0.48277  0.10
H  1.00737  1.96739  -0.53268  0.07
H  1.04238  -4.49535  0.48894  0.11
H  2.56815  1.55828  -0.36546  0.08
C  -1.35406  -4.40469  -0.36330  -0.08
C  5.14621  -0.02236  -1.51172  -0.09
H  -6.26303  0.80415  4.14010  0.10
H  4.26895  -1.23513  2.05748  0.08
Si  -1.49097  0.59765  0.90304  0.67
C  6.14110  -0.21213  -0.56492  -0.14
O  1.47076  -2.61302  1.11176  -0.15
C  4.47359  -0.88999  1.04372  -0.16
C  1.86260  2.60545  1.23821  -0.24
H  -2.18592  -2.06070  -4.19701  0.10
C  -1.75103  1.53088  -0.68233  -0.25
H  0.85964  -1.10368  2.88869  0.08
C  0.66740  -3.47012  0.61270  -0.23
N  1.69031  1.63767  0.14373  0.01
H  2.05829  3.60870  0.84219  0.11
H  6.60377  -0.85073  1.43638  0.08
H  -2.05885  0.15655  3.73352  0.10
H  1.33018  0.40207  4.67690  0.11
H  -2.81978  1.26617  -3.89356  0.10
H  2.45962  -0.86933  2.85469  0.07
C  -2.66140  -4.33188  -0.74969  -0.69
C  -2.45819  1.73636  -2.98860  -0.06
C  -0.54567  -1.50616  -2.95352  -0.04
C  -1.43916  2.89376  -0.68709  -0.12

---

# 3
DFT (ωB97M-V with the def2-TZVPD basis set) results for C36H35HgN4O3S3Sb as an isolated structure.

Output
HOMO energy (spin up / spin down)	-3.493 / -5.088	eV
charge	-1
2S+1	2

Each line ends with the Löwdin charge.
Positions of all 83 atoms, in Å:
C  -3.26233  4.65835  -0.60262  -0.46
H  0.94212  3.30595  -0.08670  0.06
C  2.10666  1.18532  5.78333  -0.06
C  -4.62463  -0.67332  -0.79585  -0.11
Hg  -1.89982  0.07314  2.61636  0.79
C  3.31973  0.04279  -2.64984  -0.09
H  2.01585  -2.66560  1.82707  0.03
S  -2.78071  4.86999  1.14191  0.83
C  2.30842  -1.63382  1.98093  -0.06
H  1.66856  3.89343  1.38646  0.09
H  -0.64461  -3.37457  -5.59624  0.10
H  4.93213  0.24702  3.02297  0.09
S  0.01658  -4.26175  1.13302  0.01
C  1.29038  -0.04697  -1.36086  -0.12
H  -1.56663  -0.38963  -2.21526  0.08
H  -0.92285  -3.07126  4.45496  0.08
O  0.16099  -0.96024  1.21851  -0.39
H  1.47086  -2.24803  4.57286  0.13
C  2.25995  0.68940  -2.02951  -0.08
C  3.40285  -1.34258  -2.61583  -0.09
C  -0.77611  -5.89313  -3.34008  -0.10
C  0.13379  3.73036  -3.06627  -0.11
H  4.26210  -2.13218  2.67159  0.10
H  -0.56077  -5.65123  -1.21105  0.04
C  0.64686  -0.48645  5.07557  -0.60
H  -1.47567  6.38061  -1.70311  0.11
C  -0.42866  -3.15214  -3.47306  -0.13
C  -0.58180  -5.15715  -2.17603  -0.14
H  -4.02008  3.87758  -0.65668  0.05
C  -1.25907  5.35023  -1.96248  -0.05
H  -0.95243  -5.82932  -5.47909  0.09
H  4.23077  -1.85026  -3.09527  0.10
C  -2.08748  4.33950  -1.48253  -0.30
H  -5.10150  -1.92485  0.87940  0.10
H  -0.27811  -2.07944  -3.54580  0.09
H  -5.62720  -0.27454  -0.88536  0.10
N  -0.52498  -2.24752  4.02383  0.01
C  1.36580  -1.43496  -1.33485  -0.31
C  -0.62782  -3.87991  -4.63781  -0.10
H  2.47259  -3.16359  -1.97222  0.11
H  2.18760  1.77002  -2.05296  0.09
C  -0.80064  -5.25661  -4.57200  -0.11
C  -0.40523  -3.77913  -2.22775  -0.33
H  -3.71868  5.60777  -0.88622  0.07
C  1.57188  3.00887  0.75272  -0.03
N  0.57819  -1.81550  4.76521  0.00
O  -0.24277  0.32685  5.00881  0.01
N  -0.30801  1.95743  1.89742  0.00
S  -3.32295  1.92858  1.35804  0.44
H  3.15924  1.27659  6.03842  0.09
H  -3.85397  0.48885  -2.42732  0.10
C  -3.62767  -0.24110  -1.65950  -0.11
O  1.89811  -0.19604  5.50027  -0.05
C  -0.15712  5.05136  -2.74878  -0.09
C  2.41906  -2.08042  -1.97221  -0.11
H  -2.40279  2.22428  -1.39476  0.07
H  1.87631  1.79223  4.90880  0.08
H  0.48132  0.45813  -0.84398  0.10
H  2.55205  2.70568  0.39123  0.07
Sb  -0.15397  -2.60072  -0.41272  1.23
C  1.75305  0.71186  1.86536  -0.12
H  0.99291  3.49266  -3.68192  0.10
H  -0.25006  -2.47436  3.06871  -0.03
C  -0.68204  2.71599  -2.58640  -0.09
H  4.08355  0.61921  -3.15750  0.10
C  3.94838  -0.00426  2.64780  -0.11
C  -1.78304  3.01784  -1.79588  -0.04
C  -4.33011  -1.59744  0.19361  -0.10
C  -2.15958  3.20063  1.42046  -1.13
C  -2.03911  -1.66447  -0.54383  -0.33
H  1.48123  1.50670  6.61585  0.09
C  -3.03920  -2.09696  0.31848  -0.17
C  1.35296  -0.63551  1.68317  -0.40
H  0.47757  5.84978  -3.11346  0.10
C  3.56740  -1.32814  2.45501  -0.09
H  -0.45307  1.68346  -2.82092  0.08
N  -0.89081  3.18722  1.61790  -0.08
H  -2.80771  -2.82961  1.08450  0.08
C  3.04146  0.98861  2.33288  -0.07
C  -2.33715  -0.73383  -1.53352  -0.12
H  -0.90784  -6.96731  -3.28278  0.09
C  0.91465  1.88510  1.52030  -0.28
H  3.33290  2.02654  2.45511  0.11

---

Computed values of energy above the lowest of the compared OMol25 structures with the same formula, charge and spin (unit: kcal/mol) for the preceding records, in sequence: 0.0, 30.4, 0.0.